--- P ---
{
  "formula": "C2H12O5",
  "method": "ωB97M-V/def2-TZVPD",
  "symbols": ["O", "H", "H", "O", "H", "H", "O", "H", "H", "C", "C", "O", "O", "H", "H", "H", "H", "H", "H"],
  "xyz": [[0.638, -1.148, -1.750], [0.651, -1.764, -1.011], [-0.122, -1.412, -2.279], [1.183, -1.734, 0.824], [1.189, -2.507, 1.395], [1.865, -1.161, 1.183], [-1.905, -1.564, -3.131], [-2.836, -1.420, -2.945], [-1.896, -2.108, -3.923], [0.786, 1.948, 0.876], [-0.643, 1.426, 1.013], [-0.591, 0.202, 1.696], [1.171, 2.599, 2.073], [0.845, 2.651, 0.042], [1.482, 1.166, 0.563], [-1.175, 1.200, 0.085], [-1.285, 2.127, 1.548], [-0.342, -0.427, 1.006], [0.987, 1.925, 2.737]],
  "orbital_gap_ev": 10.2,
  "smiles": "OCCO.O.O.O",
  "e_homo_ev": -9.7,
  "total_charge": 0
}


--- Q ---
{
  "formula": "C2H12O5",
  "method": "ωB97M-V/def2-TZVPD",
  "symbols": ["C", "C", "O", "H", "H", "H", "H", "H", "H", "O", "H", "H", "O", "H", "H", "O", "H", "H", "O"],
  "xyz": [[1.665, 0.061, -0.412], [0.954, 0.100, -1.627], [1.177, 0.784, -2.770], [1.849, -0.943, -0.018], [2.267, 0.964, -0.107], [-0.017, -0.429, -1.588], [0.826, 0.661, -3.673], [-0.900, -2.513, 1.459], [-0.777, -1.175, 0.307], [-0.849, -2.147, 0.541], [-2.683, -4.380, -1.891], [-1.941, -4.316, -0.529], [-2.457, -4.932, -1.082], [-1.304, 2.077, 0.270], [-0.330, 1.197, -0.362], [-1.069, 1.219, 0.316], [1.174, 5.029, 3.110], [1.398, 4.467, 4.447], [1.018, 4.276, 3.609]],
  "orbital_gap_ev": 9.1,
  "smiles": "C=CO.O.O.O.O",
  "e_homo_ev": -8.8,
  "total_charge": 0
}


Of them, the most stable is P and the least stable is Q.


--- P ---
{
  "formula": "C5H11N4",
  "method": "ωB97M-V/def2-TZVPD",
  "symbols": ["C", "C", "C", "C", "C", "N", "N", "N", "N", "H", "H", "H", "H", "H", "H", "H", "H", "H", "H", "H"],
  "xyz": [[-1.896, 0.743, -0.154], [-2.754, -0.348, -0.312], [-0.633, 0.863, 0.388], [1.326, -0.485, 0.157], [2.044, 0.369, -0.797], [-2.590, -1.544, 0.182], [0.072, -0.272, 0.433], [-0.186, 2.026, 0.765], [1.953, -1.640, 0.587], [-2.337, 1.566, -0.836], [-3.634, -0.148, -0.808], [2.924, -0.223, -1.012], [2.113, 1.335, -0.428], [1.436, 0.574, -1.702], [-3.268, -2.240, 0.410], [-1.684, -1.712, 0.591], [-0.781, 2.840, 0.957], [0.547, 2.141, 1.361], [1.473, -2.290, 1.144], [2.840, -1.869, 0.252]],
  "orbital_gap_ev": 8.6,
  "smiles": "CC(=[NH2+])/N=C(N)/C=C\\N",
  "e_homo_ev": -12.3,
  "total_charge": 1
}


--- Q ---
{
  "formula": "C5H11N4",
  "method": "ωB97M-V/def2-TZVPD",
  "symbols": ["C", "C", "C", "C", "C", "N", "N", "N", "N", "H", "H", "H", "H", "H", "H", "H", "H", "H", "H", "H"],
  "xyz": [[-1.258, -0.919, 1.772], [-0.925, 0.388, 1.543], [0.172, -0.883, 0.072], [0.575, 1.524, -0.060], [0.950, -1.252, -1.121], [-0.064, 0.370, 0.420], [-0.551, -1.774, 0.846], [-1.401, 1.502, 2.192], [0.361, -0.597, -2.255], [-1.952, -1.525, 2.311], [1.283, 1.800, 0.629], [1.094, 1.338, -1.046], [-0.204, 2.276, -0.296], [1.827, -0.751, -0.992], [1.251, -2.271, -1.158], [-0.989, -2.651, 0.643], [-2.208, 1.378, 2.798], [-1.288, 2.426, 1.805], [0.996, -0.718, -3.090], [-0.564, -0.977, -2.468]],
  "orbital_gap_ev": 9.5,
  "smiles": "Cn1c(N)c[nH+]c1CN",
  "e_homo_ev": -12.4,
  "total_charge": 1
}


--- R ---
{
  "formula": "C5H11N4",
  "method": "ωB97M-V/def2-TZVPD",
  "symbols": ["C", "C", "C", "C", "C", "N", "N", "N", "N", "H", "H", "H", "H", "H", "H", "H", "H", "H", "H", "H"],
  "xyz": [[-0.621, 0.217, -1.747], [-1.613, -0.174, -2.778], [2.372, -0.097, 2.018], [-1.497, -0.717, 0.490], [1.119, 0.630, 1.819], [0.518, 0.993, -1.965], [1.038, 1.182, -0.860], [-0.641, -0.029, -0.417], [0.397, 0.616, 0.074], [-1.038, -0.774, -3.617], [-2.314, -0.837, -2.248], [-2.164, 0.637, -3.052], [2.242, -1.102, 2.453], [3.201, 0.391, 2.480], [2.888, -0.158, 1.099], [-1.742, -0.060, 1.441], [-2.387, -0.950, -0.001], [-1.135, -1.662, 0.819], [1.122, 1.730, 1.718], [0.256, 0.165, 2.273]],
  "orbital_gap_ev": 11.0,
  "e_homo_ev": -14.8,
  "total_charge": 1
}


--- S ---
{
  "formula": "C5H11N4",
  "method": "ωB97M-V/def2-TZVPD",
  "symbols": ["C", "C", "C", "C", "C", "N", "N", "N", "N", "H", "H", "H", "H", "H", "H", "H", "H", "H", "H", "H"],
  "xyz": [[2.292, -0.441, 0.141], [1.472, 0.085, -1.000], [-1.974, 0.871, -0.589], [-0.071, 0.658, 1.014], [0.748, -0.383, 0.271], [-2.278, -0.407, -0.267], [-1.821, -1.409, 0.044], [-0.067, -1.672, 0.158], [-0.896, 1.499, 0.169], [2.674, -1.402, 0.043], [2.891, 0.291, 0.575], [1.433, 1.228, -1.206], [1.393, -0.609, -1.882], [-1.754, 0.958, -1.703], [-3.019, 1.513, -0.436], [0.552, 1.400, 1.457], [-0.457, 0.115, 1.912], [0.281, -2.326, -0.574], [0.024, -2.098, 1.072], [-1.425, 2.128, 0.802]],
  "orbital_gap_ev": 9.6,
  "e_homo_ev": -13.7,
  "total_charge": 1
}


Of them, the most stable is P and the least stable is S.


--- P ---
{
  "formula": "C5H13N3O",
  "method": "ωB97M-V/def2-TZVPD",
  "symbols": ["C", "C", "C", "C", "C", "N", "N", "N", "O", "H", "H", "H", "H", "H", "H", "H", "H", "H", "H", "H", "H", "H"],
  "xyz": [[-1.126, 0.359, -0.206], [-0.993, 0.582, 2.324], [0.450, 2.188, 0.863], [1.556, -2.592, -3.024], [-0.139, 0.738, 0.978], [1.826, -0.806, -1.596], [0.803, -0.253, 1.118], [1.236, -1.830, -1.685], [0.425, -2.485, -0.976], [-2.116, 0.685, 0.011], [-0.906, 0.736, -1.197], [-1.224, -0.652, 0.074], [-1.917, 1.162, 2.219], [-0.552, 0.912, 3.284], [-1.370, -0.399, 2.457], [-0.343, 2.927, 0.798], [0.865, 2.437, 1.840], [0.965, 2.120, -0.087], [0.782, -2.275, -3.714], [2.545, -2.278, -3.325], [1.461, -3.617, -2.816], [1.833, 0.015, 1.250]],
  "orbital_gap_ev": [9.2, 7.9],
  "e_homo_ev": [-9.1, -9.0],
  "total_charge": 0
}


--- Q ---
{
  "formula": "C5H13N3O",
  "method": "ωB97M-V/def2-TZVPD",
  "symbols": ["C", "C", "C", "O", "H", "H", "H", "H", "H", "H", "C", "N", "N", "N", "C", "H", "H", "H", "H", "H", "H", "H"],
  "xyz": [[-1.811, 1.038, -1.285], [-0.648, -0.457, 1.187], [-1.144, 0.406, 2.093], [-0.953, -0.081, -1.420], [-1.188, -1.393, 1.035], [-2.247, 1.280, -2.259], [-1.328, 1.929, -0.873], [-2.638, 0.748, -0.630], [-2.077, 0.189, 2.604], [-0.687, 1.369, 2.293], [0.684, -0.383, 0.466], [1.337, -1.676, 0.585], [1.643, 0.475, 1.139], [1.199, -0.805, -2.011], [0.479, 0.050, -1.082], [1.966, -1.587, 1.378], [1.963, -1.727, -0.224], [1.558, 0.309, 2.140], [1.374, 1.444, 0.994], [0.763, -1.726, -1.932], [0.968, -0.492, -2.950], [0.785, 1.088, -1.247]],
  "orbital_gap_ev": 10.3,
  "smiles": "C=CC(N)(N)[C@@H](N)OC",
  "e_homo_ev": -9.3,
  "total_charge": 0
}


Of them, the most stable is Q and the least stable is P.


--- P ---
{
  "formula": "C5H13N3O",
  "method": "ωB97M-V/def2-TZVPD",
  "symbols": ["C", "N", "N", "C", "C", "H", "H", "H", "H", "H", "H", "H", "H", "C", "N", "C", "O", "H", "H", "H", "H", "H"],
  "xyz": [[-0.130, 1.883, 1.765], [-0.274, 0.736, 0.892], [-1.133, -0.210, 1.474], [-0.548, 1.080, -0.503], [0.316, 1.720, -1.277], [-1.236, -1.002, 0.826], [-2.073, 0.179, 1.621], [-1.561, 0.871, -0.837], [0.220, 1.530, 2.733], [0.603, 2.567, 1.346], [-1.081, 2.417, 1.904], [1.317, 1.945, -0.950], [0.043, 2.058, -2.262], [1.265, -2.168, 0.052], [0.884, -1.557, -1.202], [-0.403, -1.341, -1.535], [-1.360, -1.742, -0.898], [1.604, -1.084, -1.721], [-0.510, -0.887, -2.535], [2.167, -2.763, -0.091], [0.451, -2.818, 0.375], [1.437, -1.413, 0.825]],
  "orbital_gap_ev": 8.8,
  "smiles": "C=CN(C)N.CNC=O",
  "e_homo_ev": -8.0,
  "total_charge": 0
}


--- Q ---
{
  "formula": "C5H13N3O",
  "method": "ωB97M-V/def2-TZVPD",
  "symbols": ["C", "C", "C", "C", "N", "N", "C", "N", "O", "H", "H", "H", "H", "H", "H", "H", "H", "H", "H", "H", "H", "H"],
  "xyz": [[-1.321, 0.294, 1.424], [-0.243, -1.489, -2.006], [1.741, -0.969, -0.632], [-0.773, 1.191, 2.483], [0.432, -0.583, -1.106], [-0.830, -0.871, 1.256], [-0.056, 0.741, -0.993], [0.861, 1.647, -0.475], [-1.038, 1.108, -1.615], [-1.393, -1.478, 0.667], [-2.284, 0.606, 1.008], [0.464, 2.571, -0.383], [1.394, 1.357, 0.329], [0.364, -1.714, -2.889], [-0.453, -2.429, -1.485], [-1.172, -1.014, -2.326], [1.778, -0.942, 0.463], [2.517, -0.316, -1.036], [1.952, -1.992, -0.943], [0.152, 0.782, 2.902], [-1.505, 1.317, 3.291], [-0.585, 2.185, 2.065]],
  "orbital_gap_ev": 9.7,
  "smiles": "CN(C)C(N)=O.[H]/N=C/C",
  "e_homo_ev": -8.7,
  "total_charge": 0
}


Of them, the most stable is Q and the least stable is P.


--- P ---
{
  "formula": "C5H13N3O",
  "method": "ωB97M-V/def2-TZVPD",
  "symbols": ["C", "C", "C", "C", "N", "H", "H", "H", "H", "H", "H", "H", "H", "H", "H", "H", "N", "N", "C", "O", "H", "H"],
  "xyz": [[-1.038, 0.257, 0.497], [-0.415, 1.591, 0.242], [-2.458, 0.054, 0.073], [-0.037, -0.807, -1.928], [-0.387, -0.608, 1.198], [0.877, -0.825, 0.791], [-0.898, -1.430, 1.500], [0.667, 1.541, 0.308], [-0.770, 2.289, 1.005], [-0.701, 1.970, -0.736], [-2.786, -0.973, 0.230], [-3.104, 0.713, 0.660], [-2.582, 0.314, -0.977], [-0.588, 0.030, -2.348], [-0.718, -1.564, -1.549], [0.525, -1.269, -2.739], [2.044, -0.948, 0.097], [2.714, -0.295, 1.130], [3.044, 0.798, 1.477], [3.458, 1.733, 2.053], [2.273, -1.936, 0.203], [0.881, -0.634, -1.185]],
  "orbital_gap_ev": 8.5,
  "e_homo_ev": -8.0,
  "total_charge": 0
}


--- Q ---
{
  "formula": "C5H13N3O",
  "method": "ωB97M-V/def2-TZVPD",
  "symbols": ["C", "C", "C", "C", "N", "H", "H", "H", "H", "H", "H", "H", "H", "H", "N", "C", "O", "N", "H", "H", "H", "H"],
  "xyz": [[-1.535, -0.046, 0.799], [-1.162, 1.877, -0.888], [-0.891, -0.940, 1.842], [-0.696, 1.133, 0.340], [0.340, 1.546, 1.010], [0.699, 2.415, 0.590], [-2.467, 0.366, 1.202], [-1.796, -0.647, -0.079], [-0.334, 2.434, -1.337], [-1.546, 1.169, -1.627], [-1.956, 2.572, -0.607], [-1.632, -1.632, 2.254], [-0.463, -0.366, 2.669], [-0.095, -1.545, 1.400], [1.115, -2.199, -1.583], [1.957, -0.210, -1.032], [1.933, -0.578, 0.262], [1.602, -1.000, -1.992], [1.807, 0.209, 0.834], [1.383, -2.940, -2.228], [1.447, -2.443, -0.644], [2.290, 0.825, -1.186]],
  "orbital_gap_ev": 9.2,
  "smiles": "[H]/N=C(\\C)CC.N/N=C\\O",
  "e_homo_ev": -8.3,
  "total_charge": 0
}


Of them, the most stable is Q and the least stable is P.


--- P ---
{
  "formula": "C5H13N3O",
  "method": "ωB97M-V/def2-TZVPD",
  "symbols": ["C", "C", "C", "O", "H", "H", "H", "H", "H", "H", "H", "H", "C", "C", "N", "N", "N", "H", "H", "H", "H", "H"],
  "xyz": [[1.100, 0.631, 0.851], [2.273, -0.297, 0.607], [0.532, 0.562, 2.258], [1.031, 1.705, 0.223], [-0.195, 1.654, -1.095], [-0.192, -0.228, -0.076], [2.241, -1.179, 1.239], [1.322, 0.764, 2.984], [3.208, 0.247, 0.774], [2.280, -0.597, -0.445], [-0.254, 1.301, 2.394], [0.146, -0.435, 2.457], [-2.380, -0.720, -0.492], [-1.057, -0.157, -0.972], [-0.563, -0.974, -2.061], [0.667, -0.984, -2.222], [-1.096, 1.190, -1.372], [0.893, -1.620, -3.001], [-1.822, 1.702, -0.885], [-3.117, -0.621, -1.289], [-2.282, -1.776, -0.252], [-2.735, -0.169, 0.377]],
  "orbital_gap_ev": 9.4,
  "smiles": "[H]/N=N/[C@H](C)N.CC(C)=O",
  "e_homo_ev": -8.9,
  "total_charge": 0
}


--- Q ---
{
  "formula": "C5H13N3O",
  "method": "ωB97M-V/def2-TZVPD",
  "symbols": ["C", "C", "C", "C", "N", "O", "H", "H", "H", "H", "H", "H", "H", "H", "H", "N", "C", "N", "H", "H", "H", "H"],
  "xyz": [[0.633, -1.754, -0.921], [-1.412, 0.409, -0.949], [0.814, -0.557, 0.025], [-0.556, 0.206, 0.307], [-1.398, -0.550, 1.271], [1.310, -1.054, 1.263], [2.158, -1.473, 1.031], [-0.770, -0.908, 1.999], [-2.055, 0.080, 1.731], [0.348, -1.439, -1.931], [-0.126, -2.446, -0.542], [1.559, -2.336, -1.006], [-2.291, 1.032, -0.741], [-0.845, 0.892, -1.751], [-1.791, -0.544, -1.337], [1.895, 0.250, -0.512], [-0.212, 1.544, 0.988], [-0.429, 2.726, 0.513], [1.541, 0.872, -1.237], [2.228, 0.868, 0.229], [-0.893, 2.705, -0.402], [0.291, 1.476, 1.971]],
  "orbital_gap_ev": 10.1,
  "smiles": "[H]/N=C\\[C@](C)(N)[C@@](C)(N)O",
  "e_homo_ev": -9.3,
  "total_charge": 0
}


Of them, the most stable is Q and the least stable is P.